Computed, not measured: a structure of composition C6H7NO3, with ωB97M-V with the def2-TZVPD basis set.

As for the charge: 0. As for the gap between HOMO and LUMO: 10.64 eV. For the highest occupied orbital energy, the calculation gives -10.146 eV.

Structure (XYZ):
```
17
Properties=species:S:1:pos:R:3:forces:R:3:nbo_charge:R:1
O -3.241047 -0.489900 0.278419 0.6 0.2 -0.1 -0.5040
C -2.094683 -0.197033 0.043384 -0.7 -0.2 0.2 0.6154
C -1.643397 1.026758 -0.744068 0.0 0.2 -0.2 -0.5555
C -0.156059 1.094021 -0.525012 0.3 0.0 -0.4 0.0930
O 0.222323 1.145918 0.848211 -0.1 -0.1 0.2 -0.4596
C 0.295153 -0.115908 0.196702 -0.3 -0.4 0.4 0.1051
C -0.882416 -1.016892 0.474308 0.0 -0.2 0.2 -0.5340
C 1.644773 -0.695507 0.037407 5.3 2.1 0.0 0.4905
N 2.318795 -1.147647 -0.897214 2.0 0.1 0.3 -0.5785
H -1.868381 0.869289 -1.810927 0.0 0.0 0.3 0.2522
H -2.178407 1.927531 -0.415953 0.1 -0.2 0.0 0.2588
H 0.495418 1.635133 -1.213459 -0.1 -0.2 0.2 0.2165
H -0.960437 -1.313341 1.528264 0.0 0.1 -0.3 0.2563
H -0.831344 -1.930337 -0.136512 0.0 0.2 0.1 0.2582
O 2.955111 -0.114530 0.956859 -4.6 0.0 0.8 -0.8385
H 2.482362 0.123081 1.767031 1.0 0.5 0.7 0.4795
H 3.442240 -0.800629 -0.387433 -3.5 -2.0 -2.4 0.4449
```
Positions in Å, forces in eV/Å.

Computed, not measured: an isolated molecule of C3H3NO2, with ωB97M-V with the def2-TZVPD basis set.

As for the charge: 0. As for the gap between HOMO and LUMO: 10.38 eV. For the highest occupied orbital energy, the calculation gives -9.671 eV. Its structure (SMILES) is O=c1cco[nH]1.

Structure (XYZ):
```
9
Properties=species:S:1:pos:R:3:forces:R:3:nbo_charge:R:1
O -0.996549 1.371309 -1.319158 -0.5 0.3 0.5 -0.6354
C -0.366853 0.660889 -0.542243 -0.6 0.7 0.1 0.5718
C -0.559944 0.181535 0.798903 -0.1 0.1 0.2 -0.4071
C 0.390923 -0.744221 0.985290 -0.2 0.1 -0.4 0.1885
O 1.166089 -0.958828 -0.129358 -0.3 0.1 -0.7 -0.2892
N 0.752102 0.073914 -1.040409 -0.7 1.1 -0.2 -0.3610
H -1.369531 0.515651 1.418512 0.1 -0.1 0.4 0.2510
H 0.637457 -1.316251 1.881607 0.1 0.0 -0.6 0.2231
H 0.346305 0.216001 -2.053143 2.1 -2.3 0.7 0.4582
```
Positions in Å, forces in eV/Å.

Computed, not measured: a structure of composition C36H43AsBN6Pd, with ωB97M-V with the def2-TZVPD basis set.

Its multiplicity is 3. As for the charge: +1. As for the gap between HOMO and LUMO (alpha / beta): 9.04 / 6.18 eV. For the highest occupied orbital energy (alpha / beta), the calculation gives -10.811 / -10.803 eV. As for the expectation value of S²: 2.006.

Structure (XYZ):
```
88
Properties=species:S:1:pos:R:3:forces:R:3:lowdin_spin:R:1
Pd -0.082430 -0.273932 -0.093788 0.1 1.3 1.1 1.3313
C 0.142036 4.439252 2.889024 0.0 -0.1 0.0 0.0002
C 0.118099 3.672113 1.611556 0.0 0.0 -0.1 0.0007
C 0.098550 4.141081 0.316452 0.0 0.0 -0.1 0.0028
C 0.067151 3.004941 -0.512875 0.0 0.0 0.6 0.0083
N 0.075262 1.920698 0.270073 -0.1 -0.1 -1.0 0.0840
N 0.104717 2.323322 1.559119 0.0 0.0 0.3 0.0014
B 0.039419 1.320383 2.744487 -0.1 -0.2 -0.5 0.0000
N 1.206547 0.313906 2.588927 0.1 0.1 0.4 0.0053
N 1.576265 -0.062191 1.358900 0.0 -0.7 -0.8 0.1362
C 2.714292 -0.764052 1.442997 -0.1 0.2 0.4 0.0176
C 3.062785 -0.854745 2.799770 0.1 0.0 -0.2 0.0058
C 2.092985 -0.149064 3.491231 0.0 -0.2 -0.1 0.0102
C 1.976247 0.066443 4.960057 -0.1 0.1 0.0 0.0021
C 3.478685 -1.186829 0.257058 0.0 0.0 -0.2 0.0029
C 3.053926 -0.893627 -1.042567 -0.1 0.0 0.3 0.0222
C 3.819019 -1.229733 -2.144401 0.0 -0.1 0.0 0.0024
C 5.045002 -1.853666 -1.967099 0.0 0.0 -0.1 0.0017
C 5.483164 -2.151273 -0.686412 0.1 -0.1 0.0 0.0006
C 4.708449 -1.824618 0.414410 -0.1 -0.1 0.1 0.0008
N -1.300531 0.549622 2.607874 -0.1 0.1 0.4 0.0080
N -1.672922 0.143287 1.390632 0.1 -0.5 -0.8 0.1399
C -2.925451 -0.307744 1.448885 0.1 0.1 0.3 0.0138
C -3.360011 -0.225451 2.780256 0.0 0.0 -0.1 0.0046
C -2.308997 0.345882 3.480371 0.0 -0.1 -0.1 0.0056
C -2.232600 0.716220 4.921840 0.1 0.0 -0.1 0.0014
C -3.651475 -0.671005 0.227120 0.0 0.0 -0.2 0.0057
C -4.745072 -1.534014 0.258775 0.1 -0.1 0.1 -0.0008
C -5.455111 -1.810380 -0.898592 0.0 0.0 0.0 0.0038
C -5.096333 -1.215338 -2.100256 0.0 0.0 0.0 0.0001
C -4.017320 -0.343837 -2.142324 0.0 -0.1 -0.1 0.0031
C -3.296481 -0.078004 -0.989160 0.0 0.1 0.1 0.0131
C 0.016934 2.975841 -1.986844 0.0 -0.1 -0.1 0.0007
C -0.040042 1.803234 -2.744592 0.0 0.1 0.1 0.0103
C -0.103734 1.840201 -4.126753 0.0 0.0 -0.1 0.0010
C -0.117976 3.056548 -4.791288 0.0 0.0 0.0 0.0000
C -0.055807 4.230222 -4.058152 0.0 0.1 0.0 -0.0001
C 0.014473 4.189213 -2.675815 0.0 0.0 0.1 0.0000
H 0.161892 5.505525 2.678193 0.0 0.0 0.0 0.0001
H 1.022459 4.185348 3.479591 0.0 0.0 0.0 0.0000
H -0.743307 4.223357 3.488044 0.0 0.0 0.0 0.0000
H 0.104410 5.175182 0.018806 0.0 0.0 0.0 0.0007
H 0.101480 1.869775 3.793811 0.0 0.1 0.1 -0.0002
H 3.912351 -1.360227 3.226086 0.0 0.1 0.0 0.0009
H 2.891234 -0.265310 5.444229 0.0 0.0 0.0 0.0001
H 1.142509 -0.506265 5.370330 0.0 0.0 0.0 0.0004
H 1.804466 1.114780 5.202280 0.0 0.0 0.0 0.0004
H 2.131889 -0.345305 -1.198290 -0.1 0.1 0.0 0.0157
H 3.468731 -0.992922 -3.141160 0.0 0.0 0.0 0.0002
H 5.660267 -2.094598 -2.823596 0.0 0.0 0.0 0.0002
H 6.439045 -2.638003 -0.544901 0.0 0.0 0.0 0.0000
H 5.060322 -2.069598 1.408192 0.0 0.0 0.0 0.0001
H -4.321146 -0.506260 3.176092 0.0 0.1 0.0 0.0009
H -3.206978 0.583829 5.385056 0.0 0.0 0.0 0.0002
H -1.926205 1.755372 5.038656 0.0 0.0 0.0 0.0001
H -1.508873 0.092897 5.448748 0.0 0.0 0.0 0.0001
H -5.028897 -2.002405 1.193590 0.0 0.0 0.0 -0.0001
H -6.299314 -2.486428 -0.863822 0.0 0.0 0.0 0.0002
H -5.658808 -1.424312 -3.000562 0.0 0.0 0.0 0.0000
H -3.749927 0.146221 -3.070415 0.0 0.0 0.0 0.0001
H -2.496196 0.655195 -1.015908 0.0 0.0 0.0 0.0062
H -0.035996 0.831585 -2.268058 0.0 -0.1 0.1 0.0132
H -0.141436 0.920513 -4.697554 0.0 0.0 0.1 0.0002
H -0.175182 3.089494 -5.870906 0.0 0.0 0.0 0.0000
H -0.063568 5.186420 -4.564376 0.0 0.0 0.0 0.0000
H 0.067004 5.115631 -2.120414 0.0 0.0 0.0 0.0000
C 1.801532 -4.207212 0.715095 -0.1 0.0 -0.1 0.0004
C 1.050490 -3.961023 -0.590385 0.1 0.2 0.2 0.0140
As -0.430650 -2.679410 -0.438845 -0.1 -0.9 -0.2 0.0625
C -1.452264 -3.400702 1.076276 0.0 0.1 0.0 0.0014
C -1.692946 -4.907032 1.141387 0.1 0.1 -0.1 0.0009
C -1.367856 -3.108214 -2.115273 0.0 0.0 0.1 0.0221
C -2.110833 -4.438723 -2.163152 0.1 0.0 0.1 0.0062
H 2.590043 -4.944189 0.562226 0.0 0.0 0.0 0.0002
H 1.138779 -4.588273 1.492764 0.0 0.0 0.0 0.0000
H 2.262658 -3.290586 1.074633 0.0 0.0 0.1 0.0001
H 0.616701 -4.889225 -0.965713 -0.1 0.0 0.0 0.0022
H 1.729761 -3.579453 -1.354359 0.0 0.0 0.0 0.0003
H -2.399528 -2.863867 1.097469 0.0 0.0 0.0 0.0000
H -0.892438 -3.064161 1.953363 0.0 0.0 0.0 0.0000
H -2.475077 -5.214958 0.451658 0.0 0.0 0.0 0.0000
H -2.013905 -5.171965 2.149066 0.0 0.0 0.0 0.0001
H -0.795745 -5.484250 0.917471 0.0 0.0 0.0 0.0000
H -0.583141 -3.083000 -2.876067 0.0 0.1 0.0 0.0005
H -2.057884 -2.294733 -2.324861 0.0 0.1 0.0 0.0012
H -1.488372 -5.272384 -1.836147 0.0 0.0 0.0 0.0001
H -2.426005 -4.648805 -3.185634 0.0 0.0 0.0 0.0013
H -3.005262 -4.407837 -1.541711 0.0 0.0 0.0 0.0001
```
Positions in Å, forces in eV/Å.

Computed, not measured: a cluster of 2 separate species, C5H11N3 in total, with ωB97M-V with the def2-TZVPD basis set.

As for the charge: +2. As for the gap between HOMO and LUMO: 8.60 eV. For the highest occupied orbital energy, the calculation gives -16.088 eV.

Structure (XYZ):
```
19
Properties=species:S:1:pos:R:3:forces:R:3:nbo_charge:R:1
C 0.718900 -2.027554 -4.396497 -2.8 -3.6 -1.5 0.5262
C 0.835284 -1.627530 -0.168548 1.3 -2.2 2.7 -0.2782
C 0.560271 -0.271007 0.425115 1.7 -3.0 -3.3 0.2595
C 0.354739 0.580860 1.598645 0.4 -0.4 1.1 -0.4900
C -0.487315 1.754937 1.268181 3.2 2.1 0.8 -0.2217
N 0.885738 -0.405265 -0.823322 -1.2 4.2 0.5 -0.3477
N 0.086821 -2.890013 -4.812078 0.9 1.1 0.5 -0.3642
N -1.287952 2.220775 2.439511 -1.5 -0.5 0.4 -0.7062
H 1.152522 -1.253584 -3.875197 1.3 1.8 0.9 0.2989
H 1.821727 -2.073486 0.006309 -0.1 0.1 0.2 0.1802
H 0.157887 -2.433834 -0.398601 -1.0 0.3 -0.1 0.1854
H 1.357398 0.863418 2.109668 -1.7 -0.8 -0.7 0.2939
H -0.344050 0.021269 2.243918 1.0 -0.5 0.4 0.2328
H 0.215192 2.625023 1.071198 -1.2 -0.8 -0.4 0.2450
H -1.103589 1.508574 0.461735 -1.3 0.1 -1.1 0.2389
H -0.500345 -3.682882 -5.147526 0.7 0.8 0.2 0.5366
H -0.714371 2.753567 3.129489 -0.4 -0.7 -0.3 0.4620
H -1.874530 1.393299 2.958219 1.4 2.8 -1.6 0.4779
H -1.834327 2.943434 1.909782 -0.6 -0.7 1.6 0.4707
```
Positions in Å, forces in eV/Å.

Here are the calculated DFT total energy numbers, same order: -13963.8492, -8741.5443, -111962.6725, -9812.1343 (eV).
Here are the calculated max |F| numbers, same order: 0.111, 0.063, 0.033, 0.093 (hartree/bohr).
Here are the calculated energy above the lowest of the compared OMol25 structures with the same formula, charge and spin numbers, same order: 396.8, 346.1, 0.0, 560.4 (kJ/mol).